19
Properties=species:S:1:pos:R:3 method="wB97M-V/def2-TZVPD" homo_energy_ha="-0.2944 / -0.2944" gap_ev="5.80 / 5.80" total_charge=0 relative_energy_kcal_mol=63.84 fmax_ev_per_a=4.84
C -0.859 1.450 -0.860
C 1.120 1.254 0.470
C -1.147 -0.066 -0.694
C -0.722 -0.578 0.651
C 0.620 0.033 1.088
O 0.565 1.719 -0.616
O -2.570 -0.123 -0.816
O -0.621 -1.996 0.686
Se 2.637 -2.163 -0.452
H -1.058 1.755 -1.932
H -1.366 1.990 -0.118
H 0.998 2.027 1.315
H 2.169 1.038 0.244
H -0.639 -0.631 -1.487
H -1.513 -0.473 1.333
H 1.173 -0.348 1.951
H -2.876 -0.997 -1.069
H 0.238 -2.431 0.393
H 3.851 -1.460 -0.087

19
Properties=species:S:1:pos:R:3 method="wB97M-V/def2-TZVPD" homo_energy_ha=-0.3253 gap_ev=9.39 total_charge=0 relative_energy_kcal_mol=59.91 fmax_ev_per_a=1.58
C -0.163 0.236 -0.167
C 1.304 -0.188 0.080
C -0.600 0.184 -1.631
C -0.486 1.570 0.492
C -0.659 -0.944 0.673
O 1.699 -1.302 -0.460
O 2.202 0.832 0.161
O -1.683 -0.746 1.503
O -0.422 -2.145 0.269
H 0.650 -2.018 -0.206
H 3.078 0.437 0.045
H -1.940 -1.602 1.880
H 0.837 -0.562 1.390
H -0.342 -0.771 -2.087
H 0.032 2.370 -0.034
H -0.102 0.978 -2.189
H -1.679 0.329 -1.711
H -0.165 1.584 1.534
H -1.559 1.757 0.459

20
Properties=species:S:1:pos:R:3 method="wB97M-V/def2-TZVPD" homo_energy_ha=-0.3355 gap_ev=9.68 total_charge=0 relative_energy_kcal_mol=56.39 fmax_ev_per_a=0.70
C -0.173 0.626 -0.512
C -1.571 1.071 -0.077
C 0.753 0.179 0.669
C -2.624 -0.007 -0.215
C 1.209 -1.193 0.231
O 1.798 1.084 0.881
O -2.497 -1.043 -0.810
O -3.758 0.338 0.404
O 3.729 -0.140 -0.811
O 0.356 -2.087 0.684
H -0.272 -0.186 -1.238
H 0.343 1.450 -1.003
H -1.583 1.428 0.954
H -1.909 1.901 -0.705
H 0.175 0.149 1.602
H 2.491 0.927 0.212
H 4.403 -0.368 -0.166
H -4.431 -0.353 0.298
H 3.019 -0.805 -0.730
H 0.541 -2.973 0.332

18
Properties=species:S:1:pos:R:3 method="wB97M-V/def2-TZVPD" homo_energy_ha=-0.3102 gap_ev=8.08 total_charge=0 relative_energy_kcal_mol=127.06 fmax_ev_per_a=7.74
C 2.489 0.640 -0.406
C 0.202 -0.890 -1.264
C 0.116 -1.186 0.176
C -0.823 -0.105 0.845
C -2.348 0.044 0.667
H 3.134 -0.128 -0.014
H 3.100 1.511 -0.634
H 1.974 1.053 0.506
H 1.260 -0.885 0.499
H -0.231 -2.106 0.368
H -0.498 -0.134 1.930
H -2.670 -0.951 0.314
H -2.935 0.503 1.307
H -2.377 0.620 -0.269
H -0.890 2.036 -0.259
O 0.000 1.182 0.605
S 1.602 0.014 -1.976
S -1.103 -1.219 -2.393

Copy entry 4 word for word.
18
Properties=species:S:1:pos:R:3 method="wB97M-V/def2-TZVPD" homo_energy_ha=-0.3102 gap_ev=8.08 total_charge=0 relative_energy_kcal_mol=127.06 fmax_ev_per_a=7.74
C 2.489 0.640 -0.406
C 0.202 -0.890 -1.264
C 0.116 -1.186 0.176
C -0.823 -0.105 0.845
C -2.348 0.044 0.667
H 3.134 -0.128 -0.014
H 3.100 1.511 -0.634
H 1.974 1.053 0.506
H 1.260 -0.885 0.499
H -0.231 -2.106 0.368
H -0.498 -0.134 1.930
H -2.670 -0.951 0.314
H -2.935 0.503 1.307
H -2.377 0.620 -0.269
H -0.890 2.036 -0.259
O 0.000 1.182 0.605
S 1.602 0.014 -1.976
S -1.103 -1.219 -2.393